{
  "formula": "C45H60BN6O5PS5Tl",
  "method": "ωB97M-V/def2-TZVPD",
  "symbols": ["Tl", "C", "C", "C", "C", "N", "N", "B", "N", "N", "C", "C", "C", "C", "C", "S", "C", "C", "C", "C", "N", "N", "C", "C", "C", "C", "C", "S", "C", "C", "C", "C", "C", "S", "C", "C", "C", "C", "H", "H", "H", "H", "H", "H", "H", "H", "H", "H", "H", "H", "H", "H", "H", "H", "H", "H", "H", "H", "H", "H", "H", "H", "H", "H", "H", "H", "H", "H", "H", "H", "H", "H", "H", "H", "H", "H", "H", "O", "C", "C", "O", "O", "C", "C", "C", "C", "C", "C", "C", "C", "C", "C", "C", "C", "H", "H", "H", "H", "H", "H", "H", "H", "H", "H", "H", "C", "C", "O", "P", "S", "S", "O", "C", "C", "H", "H", "H", "H", "H", "H", "H", "H", "H", "H"],
  "coordinates": [[1.235, 0.416, -2.730], [4.306, -2.790, 0.409], [2.950, -2.419, 0.929], [1.993, -3.372, 1.119], [0.722, -2.988, 1.582], [0.419, -1.730, 1.719], [1.333, -0.768, 1.513], [0.651, 0.634, 1.641], [-0.822, 0.426, 2.131], [-1.376, -0.023, 3.249], [-2.680, -0.171, 3.227], [-3.445, 0.111, 2.061], [-2.860, 0.574, 0.920], [-3.570, 0.892, -0.357], [-1.465, 0.728, 1.013], [-0.288, 1.265, -0.111], [-3.386, -0.699, 4.468], [-2.432, -0.829, 5.654], [-4.528, 0.258, 4.845], [-3.972, -2.084, 4.143], [1.348, 1.810, 2.261], [0.796, 2.251, 3.426], [1.184, 3.396, 3.904], [2.157, 4.205, 3.254], [2.736, 3.768, 2.089], [3.784, 4.575, 1.383], [2.306, 2.537, 1.582], [2.975, 1.817, 0.185], [0.585, 3.817, 5.239], [1.608, 3.477, 6.334], [0.297, 5.322, 5.254], [-0.711, 3.055, 5.511], [2.608, -1.073, 1.198], [3.881, 0.100, 1.199], [-0.384, -3.969, 1.965], [0.037, -5.418, 1.719], [-0.674, -3.765, 3.460], [-1.642, -3.662, 1.139], [4.429, -3.872, 0.429], [5.109, -2.325, 0.977], [4.376, -2.453, -0.628], [2.220, -4.406, 0.914], [-4.512, -0.079, 2.063], [-4.559, 0.437, -0.377], [-2.986, 0.552, -1.215], [-3.682, 1.974, -0.462], [-2.028, 0.139, 5.941], [-1.596, -1.489, 5.422], [-2.978, -1.243, 6.503], [-4.168, 1.286, 4.933], [-4.945, -0.039, 5.809], [-5.339, 0.238, 4.114], [-3.175, -2.805, 3.958], [-4.616, -2.054, 3.261], [-4.569, -2.436, 4.987], [2.450, 5.160, 3.668], [4.031, 5.465, 1.959], [3.434, 4.880, 0.395], [4.687, 3.980, 1.235], [2.544, 4.021, 6.186], [1.826, 2.407, 6.336], [1.205, 3.749, 7.313], [1.210, 5.917, 5.210], [-0.218, 5.583, 6.180], [-0.344, 5.608, 4.417], [-0.531, 1.984, 5.486], [-1.466, 3.288, 4.755], [-1.099, 3.337, 6.493], [0.923, -5.682, 2.303], [0.239, -5.586, 0.660], [-0.774, -6.081, 2.023], [0.203, -4.013, 4.064], [-1.495, -4.415, 3.771], [-0.939, -2.726, 3.658], [-1.435, -3.812, 0.078], [-1.969, -2.631, 1.305], [-2.451, -4.335, 1.437], [-0.918, -1.745, -2.250], [-0.147, -2.641, -3.080], [1.107, -2.961, -2.190], [0.976, -3.955, -1.451], [2.056, -2.134, -2.206], [0.143, -1.874, -4.362], [-0.875, -1.097, -4.913], [-0.648, -0.335, -6.050], [0.599, -0.345, -6.655], [1.605, -1.151, -6.139], [1.381, -1.917, -5.003], [-0.939, -3.891, -3.416], [-0.308, -4.926, -4.103], [-1.017, -6.051, -4.485], [-2.370, -6.162, -4.181], [-2.999, -5.142, -3.488], [-2.286, -4.009, -3.107], [-0.978, -2.165, -1.380], [-1.848, -1.082, -4.439], [-1.443, 0.282, -6.446], [0.793, 0.279, -7.518], [2.579, -1.172, -6.613], [2.177, -2.528, -4.600], [0.749, -4.846, -4.332], [-0.515, -6.847, -5.022], [-2.928, -7.039, -4.485], [-4.053, -5.221, -3.245], [-2.782, -3.206, -2.576], [0.153, 6.238, -6.602], [-0.015, 4.886, -5.946], [0.539, 4.967, -4.624], [0.684, 3.616, -3.753], [1.527, 4.177, -2.058], [-0.960, 2.535, -3.755], [1.742, 2.752, -4.652], [3.071, 3.256, -4.861], [4.081, 2.235, -4.384], [-0.311, 6.229, -7.590], [1.209, 6.486, -6.708], [-0.324, 7.011, -5.997], [0.504, 4.108, -6.512], [-1.067, 4.604, -5.873], [3.201, 4.198, -4.328], [3.179, 3.445, -5.931], [3.989, 2.101, -3.304], [5.097, 2.568, -4.606], [3.906, 1.273, -4.872]],
  "lowdin_charge": [0.840, -0.048, -0.237, 0.073, -0.178, 0.187, 0.069, -0.699, -0.010, 0.210, -0.196, 0.070, -0.206, -0.011, -0.499, 0.899, -0.544, -0.046, -0.040, -0.029, -0.009, 0.174, -0.213, 0.047, -0.247, -0.044, -0.595, 0.634, -0.551, -0.038, -0.051, -0.067, -0.504, 0.754, -0.520, -0.046, -0.042, -0.022, 0.090, 0.062, 0.096, 0.124, 0.127, 0.088, 0.082, 0.104, 0.072, 0.072, 0.091, 0.091, 0.089, 0.079, 0.060, 0.084, 0.093, 0.113, 0.083, 0.070, 0.082, 0.085, 0.090, 0.087, 0.074, 0.087, 0.095, 0.059, 0.088, 0.087, 0.088, 0.088, 0.091, 0.095, 0.088, 0.048, 0.075, 0.072, 0.093, -0.062, -0.350, -0.613, 0.019, -0.131, -0.227, -0.046, -0.084, -0.079, -0.076, -0.065, -0.148, -0.016, -0.075, -0.099, -0.085, -0.028, 0.084, 0.126, 0.106, 0.106, 0.106, 0.117, 0.124, 0.101, 0.097, 0.098, 0.110, -0.078, -0.317, -0.359, -0.266, 0.213, 0.207, -0.461, -0.314, -0.082, 0.075, 0.075, 0.078, 0.109, 0.091, 0.084, 0.118, 0.055, 0.080, 0.072],
  "homo_ev": [-6.413, -7.189],
  "homo_lumo_gap_ha": [0.1954, 0.2183],
  "s_squared": 0.773,
  "multiplicity": 2,
  "relative_energy_kcal_mol": 27.56
}

{
  "formula": "C45H61F7N3O9PS",
  "method": "ωB97M-V/def2-TZVPD",
  "symbols": ["C", "C", "C", "C", "C", "C", "C", "C", "C", "C", "C", "C", "C", "C", "C", "C", "C", "F", "F", "C", "F", "F", "C", "F", "F", "F", "C", "P", "S", "C", "O", "O", "C", "C", "C", "C", "C", "O", "C", "H", "H", "H", "H", "H", "H", "H", "H", "H", "H", "H", "H", "H", "H", "H", "H", "H", "H", "H", "H", "H", "H", "H", "H", "H", "H", "H", "H", "H", "H", "H", "H", "H", "H", "H", "H", "H", "H", "H", "H", "H", "H", "H", "H", "H", "H", "O", "N", "O", "C", "C", "C", "C", "C", "C", "H", "H", "H", "H", "H", "O", "N", "O", "C", "C", "C", "C", "C", "C", "H", "H", "H", "H", "H", "O", "N", "O", "C", "C", "C", "C", "C", "C", "H", "H", "H", "H", "H"],
  "coordinates": [[-5.511, -6.488, -2.544], [-4.852, -5.107, -2.652], [-4.113, -4.687, -1.363], [-2.685, -4.199, -1.632], [-2.164, -3.234, -0.565], [-1.251, -2.135, -1.142], [-1.382, -0.784, -0.420], [-0.228, -0.550, 0.572], [0.918, 0.218, -0.099], [0.708, 1.728, -0.199], [0.347, 2.413, 1.123], [0.324, 3.945, 0.939], [0.935, 4.683, 2.117], [1.007, 6.208, 1.924], [2.122, 6.543, 0.950], [2.314, 8.065, 0.559], [3.091, 8.682, 1.737], [4.396, 8.878, 1.334], [3.211, 7.813, 2.775], [2.636, 10.030, 2.403], [1.490, 10.534, 1.919], [2.400, 9.803, 3.722], [3.718, 11.166, 2.417], [4.761, 10.825, 3.204], [4.128, 11.517, 1.186], [3.110, 12.255, 2.974], [3.047, 7.864, -0.816], [4.303, 8.997, -1.570], [6.016, 8.099, -1.836], [1.841, 7.716, -1.769], [1.857, 7.661, -2.980], [0.699, 7.640, -1.018], [0.939, 8.553, 0.083], [0.616, 9.968, -0.490], [1.709, 11.033, -0.725], [1.897, 11.363, -2.203], [3.142, 12.182, -2.508], [3.526, 12.946, -1.380], [4.724, 13.662, -1.615], [-5.067, -7.093, -1.760], [-5.430, -7.022, -3.487], [-6.574, -6.401, -2.341], [-5.638, -4.382, -2.835], [-4.156, -5.091, -3.483], [-4.086, -5.528, -0.677], [-4.654, -3.874, -0.889], [-2.679, -3.738, -2.617], [-2.014, -5.056, -1.675], [-1.626, -3.783, 0.190], [-3.017, -2.757, -0.086], [-1.518, -1.994, -2.186], [-0.221, -2.483, -1.103], [-1.419, 0.003, -1.169], [-2.304, -0.771, 0.152], [-0.580, -0.036, 1.457], [0.173, -1.525, 0.834], [1.877, -0.002, 0.360], [0.970, -0.166, -1.118], [-0.008, 1.981, -0.977], [1.659, 2.164, -0.510], [-0.648, 2.082, 1.397], [1.098, 2.120, 1.851], [0.810, 4.166, -0.008], [-0.719, 4.246, 0.859], [1.919, 4.282, 2.354], [0.306, 4.490, 2.985], [1.139, 6.650, 2.907], [0.033, 6.491, 1.537], [3.076, 6.132, 1.264], [1.898, 5.977, 0.058], [3.630, 6.960, -0.719], [3.789, 9.412, -2.801], [4.482, 10.149, -0.794], [0.166, 8.401, 0.821], [-0.114, 10.403, 0.182], [0.074, 9.845, -1.421], [1.378, 11.953, -0.260], [2.627, 10.773, -0.219], [1.033, 11.938, -2.525], [1.911, 10.474, -2.832], [3.985, 11.574, -2.846], [2.916, 12.856, -3.338], [4.634, 14.671, -1.230], [4.947, 13.743, -2.677], [5.562, 13.140, -1.157], [0.396, -5.122, 0.366], [-0.435, -5.998, 0.476], [-1.591, -5.816, 0.801], [-0.017, -7.378, 0.196], [1.303, -7.627, -0.134], [1.696, -8.933, -0.374], [0.771, -9.965, -0.289], [-0.553, -9.694, 0.032], [-0.954, -8.392, 0.280], [2.019, -6.820, -0.197], [2.726, -9.146, -0.621], [1.084, -10.984, -0.472], [-1.272, -10.498, 0.092], [-1.981, -8.175, 0.532], [3.799, -9.255, 2.302], [3.800, -9.291, 3.513], [4.673, -9.786, 4.190], [2.648, -8.691, 4.205], [1.621, -8.158, 3.450], [0.528, -7.609, 4.099], [0.477, -7.599, 5.487], [1.523, -8.133, 6.228], [2.619, -8.686, 5.587], [1.666, -8.170, 2.371], [-0.287, -7.192, 3.522], [-0.380, -7.174, 5.992], [1.483, -8.122, 7.309], [3.434, -9.105, 6.158], [-3.964, -10.414, -4.388], [-4.210, -10.557, -3.212], [-3.443, -10.294, -2.309], [-5.534, -11.086, -2.850], [-6.418, -11.425, -3.857], [-7.657, -11.940, -3.513], [-7.996, -12.104, -2.177], [-7.098, -11.750, -1.180], [-5.856, -11.237, -1.515], [-6.148, -11.294, -4.894], [-8.358, -12.214, -4.289], [-8.963, -12.510, -1.913], [-7.364, -11.876, -0.140], [-5.152, -10.961, -0.744]],
  "lowdin_charge": [-0.109, -0.242, -0.206, -0.208, -0.205, -0.194, -0.196, -0.201, -0.210, -0.221, -0.202, -0.204, -0.203, -0.172, -0.126, -0.202, -0.306, 0.074, 0.113, -0.305, 0.147, 0.140, -0.482, 0.176, 0.150, 0.153, -0.272, 0.423, 0.133, -0.451, 0.132, 0.037, -0.205, -0.090, -0.191, -0.170, -0.254, -0.200, -0.094, 0.056, 0.061, 0.064, 0.098, 0.095, 0.094, 0.101, 0.099, 0.103, 0.064, 0.101, 0.098, 0.105, 0.101, 0.098, 0.090, 0.104, 0.107, 0.108, 0.110, 0.108, 0.102, 0.116, 0.099, 0.117, 0.116, 0.117, 0.114, 0.111, 0.140, 0.108, 0.101, -0.011, -0.019, 0.142, 0.109, 0.125, 0.121, 0.050, 0.120, 0.094, 0.092, 0.124, 0.087, 0.084, 0.088, 0.087, -0.333, 0.058, -0.160, -0.017, -0.068, -0.057, -0.057, -0.001, 0.125, 0.112, 0.111, 0.107, 0.120, 0.072, -0.354, 0.085, -0.141, 0.008, -0.054, -0.067, -0.066, -0.004, 0.093, 0.104, 0.108, 0.108, 0.119, 0.084, -0.354, 0.064, -0.149, -0.002, -0.064, -0.071, -0.065, -0.005, 0.120, 0.108, 0.107, 0.108, 0.117],
  "homo_ev": -8.599,
  "smiles": "CCCCCCCCCCCCCCC[C@@]1(C(F)(F)C(F)(F)C(F)(F)F)[C@H]([PH2]=S)C(=O)O[C@@H]1CCCCOC.O=[N+]([O-])c1ccccc1.O=[N+]([O-])c1ccccc1.O=[N+]([O-])c1ccccc1",
  "homo_lumo_gap_ha": 0.2938
}

Number 1: F_max 0.01324 Eh/bohr, M 1171.52 g/mol. Number 2: F_max 0.03577 Eh/bohr, M 984.02 g/mol.